Entry i
Below is 2 unconnected molecules or ions with the total composition C12H18N, with properties calculated with ωB97M-V/def2-TZVPD.

ORCA input file:
```
! wB97M-V def2-TZVPD RIJCOSX def2/J DEFGRID3
* xyz 1 1
C 2.5204 2.3554 2.6638
C 1.5525 1.4355 3.1101
C 3.1847 2.2585 1.4845
C 1.3079 0.3562 2.2357
C 2.8998 1.1848 0.6003
C 1.9202 0.3138 1.0216
C 2.0638 -1.6299 -0.4311
C -1.8749 -1.4946 0.6927
C -2.9367 -0.7295 -1.5857
C -0.3953 0.9336 -1.9595
C -1.5811 -1.0526 -0.7597
C -0.7890 0.1400 -0.7539
N 1.5274 -0.7006 0.2048
H 2.7431 3.1407 3.4687
H 1.2049 1.4378 4.1175
H 4.0617 2.9454 1.1935
H 0.8222 -0.4778 2.6018
H 3.3987 1.2426 -0.4128
H 1.5695 -2.2754 -1.0784
H 3.0541 -1.8061 -0.3226
H -1.0125 -1.5285 1.2202
H -2.4956 -0.7860 1.1548
H -2.3491 -2.5160 0.6798
H -2.7335 -0.0651 -2.3561
H -3.6791 -0.3985 -0.8948
H -3.4601 -1.7003 -2.0240
H -0.7140 2.0491 -1.9378
H -0.6838 0.4781 -2.8303
H 0.6630 0.7674 -1.9728
H -1.0067 -1.8480 -1.2795
H -0.6261 0.7089 0.1498
*
```

HOMO-LUMO gap (alpha / beta)	0.247 / 0.247	Ha
LUMO (alpha / beta)	-5.35 / -5.35	eV

Entry ii
Below is a gas-phase ion, C12H18N (charge +1), with properties calculated with ωB97M-V/def2-TZVPD.

ORCA input file:
```
! wB97M-V def2-TZVPD RIJCOSX def2/J DEFGRID3
* xyz 1 1
C 0.4921 -1.0923 1.4478
C 1.7496 -0.3134 0.9400
C -1.9186 -1.4496 0.3173
C -2.9700 -0.5274 -0.3069
C -2.3768 0.8827 -0.2894
C -0.9915 0.7817 0.2241
C -0.6903 -0.6604 0.5937
C -2.9168 0.2675 -1.5780
C 1.3916 -0.0178 -0.5103
C -0.5004 1.9977 0.9455
C 1.7660 -1.2323 -1.3576
C 1.9380 1.2865 -1.0965
N -0.0688 0.0392 -0.6230
H 0.7216 -2.1130 1.2262
H 0.3197 -1.0790 2.5872
H 2.0312 0.5411 1.5317
H 2.6251 -1.0704 1.1761
H -2.2984 -1.8000 1.2704
H -1.8067 -2.2396 -0.3430
H -3.9875 -0.8090 -0.0009
H -2.8054 1.7875 0.1217
H -0.4871 2.8722 0.3414
H 0.5346 1.8219 1.4679
H -1.0867 2.0003 1.8557
H 2.7656 -1.4185 -1.3308
H 1.4589 -1.2191 -2.4221
H 1.3854 -2.1048 -0.9387
H 3.0434 1.3040 -1.3229
H 1.7211 2.0972 -0.3801
H 1.3081 1.4893 -1.9747
H -0.3470 -0.0220 -1.5720
*
```

HOMO-LUMO gap	0.300	Ha
LUMO	-4.67	eV

Verdict on stability: entry i comes out on top.

Entry i
Below is a molecular structure, C3H5HgO3, with properties calculated with ωB97M-V/def2-TZVPD.

ORCA input file:
```
! wB97M-V def2-TZVPD RIJCOSX def2/J DEFGRID3
* xyz 0 2
H 1.3250 1.2677 0.7894
O -0.7709 1.3847 -0.0489
C 0.4216 0.6709 0.2350
C -1.6963 0.4912 -0.6442
O 1.3749 0.7255 -0.7093
O -0.0202 -0.7352 0.3374
C -1.4195 -0.8021 0.1044
H -1.5068 0.3799 -1.7262
H -2.7115 0.8769 -0.4952
H -1.6560 -1.7037 -0.4715
H -1.9561 -0.8326 1.0638
Hg 1.6878 -1.2848 -1.1903
*
```

HOMO-LUMO gap (alpha / beta)	0.324 / 0.268	Ha
⟨S²⟩	0.758
LUMO (alpha / beta)	0.54 / -1.78	eV

Entry ii
Below is a molecular structure, C3H5HgO3, with properties calculated with ωB97M-V/def2-TZVPD.

ORCA input file:
```
! wB97M-V def2-TZVPD RIJCOSX def2/J DEFGRID3
* xyz 0 2
C -0.6777 -0.4175 0.3998
O -1.7050 -0.8729 0.9036
O -0.1115 -1.1470 -0.5621
O -0.2215 0.8277 0.3826
C 0.8332 -0.3620 -1.3054
C 0.9066 0.9390 -0.4969
H 0.4428 -0.2168 -2.3190
H 1.7840 -0.9031 -1.3408
H 0.7783 1.8371 -1.1083
H 1.8195 1.0232 0.1035
Hg -2.7869 -0.7102 2.4995
H -1.0618 0.0025 2.8434
*
```

HOMO-LUMO gap (alpha / beta)	0.251 / 0.279	Ha
⟨S²⟩	0.762
LUMO (alpha / beta)	0.35 / -0.18	eV

Verdict on stability: entry i comes out on top.

Entry i
Below is a molecular structure, CH3Cl2PS, with properties calculated with ωB97M-V/def2-TZVPD.

ORCA input file:
```
! wB97M-V def2-TZVPD RIJCOSX def2/J DEFGRID3
* xyz 0 1
C 0.1139 0.0513 0.0672
P 1.4645 1.6032 -0.9456
S 1.7501 1.9150 -2.8228
Cl 0.9359 3.3471 0.0466
Cl 3.1606 1.2752 -0.0991
H 0.1574 -0.0168 1.1417
H -0.9266 0.3438 -0.1087
H 0.4347 -0.8908 -0.4525
*
```

HOMO-LUMO gap	0.334	Ha
LUMO	-0.43	eV

Entry ii
Below is 2 unconnected molecules or ions with the total composition CH3Cl2PS, with properties calculated with ωB97M-V/def2-TZVPD.

ORCA input file:
```
! wB97M-V def2-TZVPD RIJCOSX def2/J DEFGRID3
* xyz 0 1
C 0.5712 0.4410 -0.8364
P -1.6240 -1.2789 0.5951
S -1.2175 0.5011 -0.4247
Cl -3.5015 -1.2017 1.2913
Cl 2.9996 0.1398 2.3393
H 1.2967 0.6356 0.0147
H 0.6981 1.2652 -1.6581
H 0.7773 -0.5021 -1.3212
*
```

HOMO-LUMO gap (alpha / beta)	0.326 / 0.122	Ha
LUMO (alpha / beta)	-1.03 / -4.22	eV

Verdict on stability: entry i comes out on top.

Entry i
Below is a molecular structure, C4H9NO2, with properties calculated with ωB97M-V/def2-TZVPD.

ORCA input file:
```
! wB97M-V def2-TZVPD RIJCOSX def2/J DEFGRID3
* xyz -2 1
C 0.0725 1.7403 0.5573
O 0.4680 2.4632 -0.4560
C -0.7982 0.3638 0.1675
C -0.0744 -0.6669 -0.7165
C 1.0373 -1.4827 0.0722
O 1.8476 -2.2459 -0.7106
N -2.4291 -0.3032 0.8005
H -0.6512 2.2674 1.2615
H 0.9012 1.3240 1.1746
H -1.6381 0.8664 -0.3003
H 0.3920 -0.2375 -1.6025
H -0.8112 -1.3989 -1.0737
H 1.5628 -0.6766 0.6294
H 0.4543 -2.0494 0.8347
H -1.0171 -0.0140 1.2166
H -2.9176 0.5548 1.0943
*
```

HOMO-LUMO gap	0.225	Ha
LUMO	7.10	eV

Entry ii
Below is a gas-phase ion, C4H9NO2 (charge -2), with properties calculated with ωB97M-V/def2-TZVPD.

ORCA input file:
```
! wB97M-V def2-TZVPD RIJCOSX def2/J DEFGRID3
* xyz -2 1
O 3.2915 -0.2231 1.0888
C 2.2033 0.5495 0.7434
C 1.2745 -0.2997 -0.2170
C -0.1735 0.2534 -0.1782
N -1.0412 -0.5701 -0.9354
C -2.4818 -0.0879 -0.4449
O -3.1048 -1.1660 -0.1377
H 2.4116 1.4303 0.2268
H 1.7010 0.8193 1.6342
H 1.2100 -1.3165 0.2586
H 1.5797 -0.4793 -1.1910
H -0.2323 1.2323 -0.6283
H -0.3918 0.4383 1.0136
H -1.0504 -1.6146 -0.5423
H -2.9733 0.4291 -1.2217
H -2.2226 0.6049 0.5312
*
```

HOMO-LUMO gap	0.231	Ha
SMILES string	[O-]CCCNC[O-]
LUMO	7.28	eV

Verdict on stability: entry ii comes out on top.

Entry i
Below is 13 unconnected molecules or ions with the total composition C13H52N26O13, with properties calculated with ωB97M-V/def2-TZVPD.

ORCA input file:
```
! wB97M-V def2-TZVPD RIJCOSX def2/J DEFGRID3
* xyz 0 1
C -3.3606 1.1646 4.1747
O -3.2307 0.0275 4.5996
N -3.4129 1.5741 2.8577
N -3.2254 2.2409 4.9687
H -3.7312 2.4991 2.6278
H -3.4687 0.8486 2.1492
H -2.9032 3.0419 4.4489
H -2.9111 1.9242 5.8729
C -0.0815 0.2507 0.7528
O -0.2520 1.4457 0.5264
N 1.0111 -0.3818 0.3146
N -0.9002 -0.6238 1.3686
H 1.7458 0.2279 -0.0064
H 1.2925 -1.3137 0.5842
H -0.5152 -1.5488 1.2319
H -1.8965 -0.4069 1.3102
C 1.2776 -0.7813 -3.8362
O 2.0384 -1.7167 -3.6009
N 0.3718 -0.7062 -4.8342
N 1.3234 0.4155 -3.2444
H 0.3317 -1.4835 -5.4750
H -0.1363 0.1177 -5.0905
H 2.0945 0.5070 -2.5927
H 0.7219 1.1705 -3.5318
C 2.4709 4.6523 -2.2339
O 3.4139 5.0471 -1.5449
N 1.9204 3.4480 -2.0904
N 2.0499 5.3112 -3.3431
H 2.0622 2.8437 -1.3004
H 1.0893 3.2088 -2.6220
H 1.1479 4.9339 -3.5928
H 2.4310 6.1593 -3.7158
C -2.2350 5.0869 2.5001
O -2.3006 4.9907 3.7366
N -3.0461 5.9253 1.8711
N -1.4134 4.3611 1.7439
H -3.5903 6.5266 2.4654
H -2.9861 6.0466 0.8748
H -0.8032 3.6527 2.1180
H -1.5707 4.4481 0.7541
C -2.3974 -5.4098 2.2247
O -2.0195 -6.0857 1.2574
N -3.4825 -5.8454 2.9451
N -1.9852 -4.2182 2.5316
H -4.0432 -6.6650 2.8066
H -3.8806 -5.0866 3.4737
H -2.4169 -3.7910 3.3326
H -1.2361 -3.7913 2.0025
C 3.7420 -1.9402 2.0177
O 3.1714 -0.8688 2.2069
N 2.9969 -2.9858 1.6748
N 5.0722 -2.0784 1.8402
H 2.0302 -2.9888 1.9528
H 3.3954 -3.8730 1.4130
H 5.6970 -1.2954 1.9189
H 5.3533 -2.8609 1.2729
C -4.2104 -1.4704 1.3547
O -3.5433 -0.5284 0.8751
N -4.4278 -1.6671 2.6690
N -4.5752 -2.5058 0.6102
H -4.0464 -0.9658 3.3018
H -4.4875 -2.5826 3.0761
H -4.3043 -2.4967 -0.3612
H -4.6994 -3.3240 1.1803
C 4.5135 0.8201 -1.6107
O 3.3775 0.9605 -1.1309
N 5.2889 -0.2285 -1.3651
N 5.1202 1.7412 -2.3735
H 4.9782 -0.9297 -0.7119
H 6.2054 -0.2963 -1.7700
H 4.7317 2.6737 -2.3416
H 5.9215 1.5293 -2.9393
C -1.5871 2.2156 -2.9717
O -0.5318 2.8289 -3.2006
N -2.3698 1.7762 -3.9393
N -2.0679 2.0485 -1.7199
H -2.2396 1.8652 -4.9313
H -3.3291 1.6251 -3.6668
H -2.9454 1.6735 -1.4023
H -1.3738 2.3054 -1.0277
C -2.3541 -2.1333 -2.4691
O -3.2575 -1.5877 -3.1119
N -1.5967 -1.4177 -1.6181
N -2.1923 -3.4764 -2.4125
H -1.7016 -0.4219 -1.5296
H -0.8664 -1.9249 -1.1436
H -2.8412 -4.0107 -2.9642
H -1.4638 -3.9203 -1.8752
C 0.5836 -4.0137 -0.5043
O 0.4520 -3.1956 0.4439
N 1.3957 -3.8098 -1.5566
N -0.2123 -5.0763 -0.5921
H 1.7144 -2.8507 -1.6097
H 1.5144 -4.5557 -2.2166
H -0.4475 -5.3490 0.3582
H -0.0816 -5.7869 -1.2931
C 3.9946 2.7846 2.0721
O 4.3155 3.0088 3.2284
N 4.6982 1.9367 1.3087
N 2.9089 3.2448 1.4073
H 5.4077 1.4425 1.8222
H 4.5677 1.7711 0.3204
H 2.3921 4.0106 1.8008
H 2.8524 2.9125 0.4637
*
```

HOMO-LUMO gap	0.320	Ha
LUMO	0.06	eV

Entry ii
Below is 13 unconnected molecules or ions with the total composition C13H52N26O13, with properties calculated with ωB97M-V/def2-TZVPD.

ORCA input file:
```
! wB97M-V def2-TZVPD RIJCOSX def2/J DEFGRID3
* xyz 0 1
C 3.6725 2.2861 -1.3249
O 2.6380 2.4068 -1.9854
N 3.7440 2.6083 0.0041
N 4.8424 1.8249 -1.8227
H 4.5421 2.2289 0.4835
H 2.9686 2.9990 0.4974
H 4.9157 1.4554 -2.7494
H 5.6967 2.0446 -1.3476
C -0.4345 -0.4538 -0.0487
O -0.9758 -1.5686 0.1585
N 0.2754 0.1340 0.9734
N -0.5323 0.2687 -1.1993
H 0.2322 -0.4663 1.7800
H 0.6294 1.0656 1.0498
H 0.0771 1.0575 -1.3996
H -1.2687 0.0918 -1.8687
C -2.5736 -4.3946 2.0526
O -3.5649 -3.6943 2.0167
N -1.4295 -4.1264 1.3185
N -2.3060 -5.4564 2.9079
H -0.7508 -4.8594 1.3485
H -1.3687 -3.3605 0.6410
H -1.5593 -6.1003 2.7635
H -3.0397 -5.6535 3.5670
C -3.3359 -4.3936 -2.2883
O -4.0159 -4.6929 -3.2627
N -3.5640 -4.9206 -1.0223
N -2.3573 -3.4229 -2.3336
H -4.3579 -5.5185 -0.9198
H -3.0399 -4.4998 -0.2762
H -2.2656 -2.9387 -3.2113
H -1.7439 -3.2416 -1.5656
C 1.4396 -2.1883 -4.3946
O 1.1649 -1.0971 -4.9099
N 1.2965 -2.3543 -3.0272
N 1.9542 -3.2653 -5.0788
H 1.0462 -1.4848 -2.5889
H 1.4117 -3.2657 -2.6352
H 2.0535 -3.1069 -6.0640
H 2.4750 -3.9439 -4.5624
C 1.0042 2.8134 -5.1317
O 1.2394 3.9294 -4.6988
N 1.1476 2.4599 -6.4637
N 0.6936 1.7153 -4.3284
H 0.8631 1.5660 -6.8119
H 1.6275 3.1175 -7.0460
H 0.7983 1.7684 -3.3440
H 0.8134 0.8880 -4.8858
C -4.6441 1.3729 -1.1385
O -3.7683 2.2439 -1.2353
N -5.9676 1.6150 -1.5030
N -4.4586 0.0990 -0.6876
H -6.1196 2.5416 -1.8594
H -6.6812 1.0019 -1.1708
H -3.5572 -0.0686 -0.2718
H -5.2007 -0.5640 -0.6634
C -1.4122 3.6806 1.1528
O -0.6499 4.1625 2.0002
N -2.3428 2.7253 1.4209
N -1.3907 4.0866 -0.1591
H -2.1408 2.1404 2.2151
H -3.1212 2.4927 0.8301
H -0.8636 4.9285 -0.3012
H -1.6969 3.4312 -0.8537
C -2.8552 1.3236 -4.8762
O -2.3605 1.2359 -5.9795
N -4.1454 0.8707 -4.6694
N -2.2861 1.9190 -3.7835
H -4.4940 0.5881 -3.7726
H -4.5749 0.4946 -5.4954
H -1.4039 2.3930 -3.8468
H -2.7718 1.8815 -2.8988
C 2.2529 3.4663 4.3026
O 3.3841 3.1797 4.7353
N 1.7500 2.7658 3.2376
N 1.4378 4.4507 4.7830
H 1.0139 3.1641 2.6639
H 2.1195 1.8777 2.9479
H 1.7818 5.2250 5.3150
H 0.4978 4.4952 4.4218
C -1.3712 0.1903 4.6104
O -2.4789 0.2148 5.1250
N -0.8181 -0.8851 3.9316
N -0.3842 1.1793 4.7082
H -1.3012 -1.7663 3.9063
H 0.1790 -0.9431 3.8062
H -0.5647 1.9832 5.2777
H 0.5358 0.8147 4.5443
C 4.6988 -1.1912 1.1851
O 5.0426 -0.1502 0.6540
N 5.5132 -2.0448 1.8887
N 3.3794 -1.6070 1.2357
H 5.1951 -2.8625 2.3669
H 6.5123 -1.9453 1.8648
H 3.0235 -2.5094 1.4755
H 2.7039 -0.9627 0.8572
C 2.6746 -0.7233 4.7245
O 2.1851 -0.4361 3.6223
N 2.4888 -1.9303 5.3510
N 3.6453 0.0710 5.2543
H 3.0258 -2.1701 6.1581
H 1.9529 -2.5792 4.8066
H 3.8219 0.9604 4.7969
H 4.2312 -0.1877 6.0232
*
```

HOMO-LUMO gap	0.311	Ha
LUMO	-0.36	eV

Verdict on stability: entry ii comes out on top.